a.
102
Properties=species:S:1:pos:R:3:mulliken_charge:R:1 method="wB97M-V/def2-TZVPD" smiles=COC[C@H](C)N.COC[C@H](C)N.COC[C@H](C)N.COC[C@H](C)N.COC[C@H](C)N.COC[C@H](C)N molar_mass_g_mol=534.828 homo_lumo_gap_ha=0.3378 lumo_energy_ev=0.56
C 0.673 0.387 -1.631 -0.956
C 0.777 -0.929 -0.854 0.766
C 0.255 -0.747 0.585 -1.114
O -1.148 -0.742 0.632 -0.221
C -1.623 -0.567 1.961 -1.025
N 0.052 -1.976 -1.547 -0.462
H 0.904 0.243 -2.689 -0.319
H 1.359 1.060 -1.118 0.526
H -0.354 0.760 -1.671 0.402
H 1.847 -1.147 -0.814 0.333
H 0.774 0.128 1.001 0.724
H 0.678 -1.578 1.172 0.473
H -2.168 -1.464 2.276 0.219
H -2.285 0.294 2.022 0.292
H -0.799 -0.509 2.676 0.452
H -0.241 -2.766 -0.983 0.039
H -0.806 -1.658 -1.981 0.034
C -2.645 2.826 8.954 -1.421
C -3.096 1.476 8.430 0.756
C -2.571 1.151 7.057 -0.783
O -3.062 2.116 6.141 -0.348
C -2.637 1.930 4.827 -0.786
N -2.546 0.425 9.319 -0.717
H -3.284 3.192 9.757 0.356
H -2.677 3.597 8.177 0.307
H -1.590 2.879 9.236 0.359
H -4.169 1.412 8.638 0.175
H -2.931 0.164 6.723 0.347
H -1.477 1.083 7.026 0.381
H -1.561 1.745 4.706 0.330
H -2.930 2.796 4.240 0.318
H -3.088 1.046 4.350 0.331
H -2.677 -0.550 9.107 0.175
H -2.808 0.598 10.279 0.226
C -4.135 1.020 -3.994 -1.483
C -3.657 -0.417 -4.060 0.235
C -2.129 -0.483 -3.976 0.230
O -1.517 0.248 -5.013 -0.448
C -0.190 -0.172 -5.271 -0.750
N -4.259 -1.184 -2.988 -0.700
H -3.570 1.599 -4.734 0.332
H -4.008 1.567 -3.062 0.284
H -5.153 1.056 -4.388 0.405
H -3.916 -0.910 -5.003 0.409
H -1.781 -1.524 -3.967 0.524
H -1.869 -0.070 -2.985 -0.496
H 0.002 0.157 -6.292 0.366
H -0.097 -1.262 -5.255 0.324
H 0.552 0.251 -4.591 0.107
H -4.020 -0.794 -2.077 0.251
H -3.868 -2.127 -2.898 0.334
C 3.627 -0.313 -3.338 -1.001
C 4.518 0.943 -3.358 1.097
C 5.788 0.737 -4.159 -0.927
O 6.619 -0.141 -3.447 -0.312
C 7.992 -0.113 -3.766 -0.790
N 3.685 2.013 -3.909 -0.579
H 3.191 -0.418 -4.333 0.274
H 2.783 -0.109 -2.673 -0.253
H 4.071 -1.216 -2.925 0.412
H 4.704 1.301 -2.344 0.043
H 6.240 1.740 -4.228 0.365
H 5.602 0.399 -5.188 0.347
H 8.113 -0.120 -4.855 0.320
H 8.452 -1.005 -3.352 0.239
H 8.480 0.777 -3.361 0.290
H 3.972 2.957 -3.709 0.243
H 3.479 1.896 -4.892 0.182
C -4.082 -3.786 0.554 -1.738
C -2.806 -3.830 -0.294 1.379
C -1.899 -5.017 0.038 -0.872
O -0.761 -4.920 -0.809 -0.247
C 0.099 -6.030 -0.646 -0.831
N -3.182 -3.862 -1.735 -0.503
H -4.605 -4.743 0.454 0.445
H -4.834 -3.026 0.357 0.353
H -3.697 -3.645 1.569 0.368
H -2.223 -2.924 -0.104 -0.731
H -2.421 -5.942 -0.258 0.448
H -1.591 -5.134 1.084 0.426
H -0.476 -6.955 -0.561 0.332
H 0.736 -5.856 0.225 0.300
H 0.772 -6.147 -1.494 0.251
H -2.330 -4.102 -2.242 0.297
H -3.788 -4.684 -1.749 0.270
C 3.874 2.644 0.173 -0.780
C 3.314 4.005 0.640 0.217
C 1.801 4.057 0.485 -0.678
O 1.193 3.010 1.219 -0.260
C -0.177 2.863 0.959 -0.538
N 3.698 4.040 2.097 -0.822
H 3.404 1.849 0.752 0.157
H 4.943 2.591 0.377 0.438
H 3.732 2.402 -0.884 -0.196
H 3.737 4.850 0.100 0.411
H 1.547 3.951 -0.573 0.364
H 1.457 5.003 0.916 0.394
H -0.564 2.171 1.707 -0.027
H -0.386 2.474 -0.040 0.219
H -0.739 3.794 1.102 0.452
H 3.083 4.758 2.489 0.292
H 3.325 3.177 2.483 0.359



b.
102
Properties=species:S:1:pos:R:3:mulliken_charge:R:1 method="wB97M-V/def2-TZVPD" smiles=COC[C@H](C)N.COC[C@H](C)N.COC[C@H](C)N.COC[C@H](C)N.COC[C@H](C)N.COC[C@H](C)N molar_mass_g_mol=534.828 homo_lumo_gap_ha=0.3470 lumo_energy_ev=0.52
C -1.409 0.115 2.779 -0.989
C 0.033 0.715 2.915 0.331
C 0.492 1.507 1.685 -0.941
O 0.383 0.531 0.619 0.126
C 0.632 1.028 -0.749 -1.803
N 0.241 1.670 4.066 -0.894
H -1.621 -0.434 3.633 0.728
H -1.321 -0.392 1.877 0.472
H -2.113 0.872 2.395 -0.366
H 0.746 -0.033 3.017 0.451
H 1.547 1.718 1.945 0.237
H 0.008 2.488 1.339 0.351
H 0.707 0.385 -1.458 0.287
H 1.414 1.643 -0.815 0.715
H -0.280 1.456 -0.901 0.642
H -0.218 1.243 4.897 0.380
H -0.486 2.348 3.905 0.286
C 1.768 -2.302 -0.367 -1.482
C 0.343 -2.776 -0.943 0.800
C 0.447 -3.398 -2.388 -0.748
O 0.689 -2.320 -3.227 -0.106
C 0.686 -2.704 -4.546 -1.058
N -0.345 -3.745 -0.061 -0.529
H 2.653 -2.710 -0.249 0.748
H 1.604 -1.887 0.545 0.164
H 2.485 -1.777 -1.271 0.145
H -0.182 -1.835 -0.884 -0.064
H -0.612 -3.857 -2.719 0.254
H 1.308 -4.195 -2.318 0.315
H 1.641 -3.363 -4.545 0.345
H 0.960 -1.792 -5.033 0.337
H -0.122 -3.147 -5.048 0.381
H -0.419 -3.525 0.913 0.223
H 0.293 -4.510 -0.169 0.325
C 7.874 -0.215 0.292 -1.259
C 7.648 1.162 0.980 0.427
C 6.230 1.656 0.710 -0.683
O 5.913 1.961 -0.555 -0.338
C 4.667 2.361 -0.869 -0.643
N 7.965 1.135 2.433 -0.763
H 7.287 -0.999 0.683 0.360
H 8.995 -0.433 0.490 0.321
H 7.710 -0.056 -0.849 0.273
H 8.357 1.739 0.384 0.311
H 6.175 2.424 1.283 0.529
H 5.439 0.882 1.212 0.154
H 4.555 2.248 -1.980 0.329
H 4.451 3.285 -0.464 0.394
H 3.756 1.702 -0.706 0.038
H 7.425 1.803 3.056 0.265
H 7.369 0.479 2.701 0.260
C -3.401 -2.980 2.807 -1.010
C -2.845 -4.332 2.999 1.010
C -1.495 -4.453 3.708 -1.295
O -0.501 -3.621 2.991 -0.040
C 0.755 -3.539 3.703 -1.028
N -3.842 -5.197 3.746 -0.803
H -4.445 -3.051 2.271 0.291
H -2.880 -2.211 2.303 -0.007
H -3.790 -2.714 3.877 0.355
H -2.578 -4.922 2.168 0.158
H -0.849 -5.416 3.733 0.341
H -1.577 -4.351 4.780 0.487
H 0.585 -3.124 4.649 0.369
H 1.351 -3.199 2.963 0.238
H 1.242 -4.518 3.807 0.399
H -4.898 -4.915 3.284 0.249
H -3.832 -6.043 3.536 0.251
C -3.583 1.782 4.780 -0.921
C -3.417 2.977 3.936 0.675
C -4.671 3.183 2.999 -0.737
O -4.951 2.011 2.098 -0.286
C -4.325 2.184 0.870 -0.832
N -3.178 4.209 4.766 -0.782
H -2.582 1.382 4.997 0.267
H -3.853 0.897 4.154 0.234
H -4.400 1.995 5.601 0.351
H -2.516 2.992 3.333 -0.213
H -4.749 4.274 2.386 0.285
H -5.657 3.318 3.687 0.267
H -3.270 2.283 0.836 0.251
H -4.607 3.029 0.221 0.390
H -4.326 1.354 0.009 0.294
H -4.129 4.147 5.355 0.370
H -2.629 3.680 5.459 0.381
C -1.729 3.936 -7.404 -1.485
C -1.118 2.646 -7.978 0.505
C -1.426 1.393 -7.130 -0.899
O -1.077 1.739 -5.760 -0.318
C -1.231 0.538 -4.765 -0.544
N -1.616 2.453 -9.364 -0.791
H -1.929 4.771 -8.149 0.356
H -1.193 4.158 -6.617 0.442
H -2.726 3.893 -7.180 0.427
H -0.117 2.629 -8.043 0.245
H -0.899 0.636 -7.468 0.534
H -2.379 0.887 -7.172 0.429
H -0.803 -0.556 -4.903 0.057
H -2.219 0.190 -4.577 0.432
H -0.811 0.879 -3.857 0.145
H -1.517 1.551 -9.883 0.234
H -1.132 3.002 -10.204 0.231



Which of them is most stable? Easy: a.



a.
27
Properties=species:S:1:pos:R:3:mulliken_charge:R:1 method="wB97M-V/def2-TZVPD" smiles="C[SiH](C)[Si](C)(C)C.C=O" molar_mass_g_mol=162.381 homo_lumo_gap_ha=0.3787 lumo_energy_ev=0.58
C -2.390 -2.152 0.067 -1.214
C -2.891 0.540 1.292 -1.172
C -2.599 0.197 -1.792 -1.259
C 0.763 1.842 -0.458 -1.103
C 1.723 -1.174 0.012 -1.140
C 5.677 0.661 0.646 0.203
O 6.500 0.409 1.497 -0.404
Si -1.839 -0.369 -0.078 0.499
Si 0.351 0.166 0.402 0.418
H -1.678 -2.837 0.589 0.326
H -3.350 -2.401 0.591 0.358
H -2.625 -2.547 -0.925 0.353
H -2.457 0.513 2.291 0.346
H -2.820 1.661 0.932 0.244
H -3.917 0.383 1.260 0.443
H -2.007 0.080 -2.650 0.361
H -3.437 -0.438 -1.802 0.394
H -2.844 1.257 -1.786 0.356
H -0.109 2.074 -1.078 0.288
H 1.162 2.737 0.065 0.361
H 1.785 1.806 -1.021 0.303
H 1.400 -2.242 0.103 0.316
H 2.017 -1.031 -1.001 0.378
H 2.693 -1.065 0.477 0.268
H 5.763 1.564 0.018 0.210
H 4.699 0.088 0.369 0.019
H 0.430 0.277 1.980 -0.151



b.
27
Properties=species:S:1:pos:R:3:mulliken_charge:R:1 method="wB97M-V/def2-TZVPD" molar_mass_g_mol=162.381 homo_lumo_gap_ha=0.4123 lumo_energy_ev=0.93
C 2.845 -0.128 0.951 -1.114
C 1.870 1.085 0.773 -0.300
C 1.578 1.435 -0.724 -0.851
C 0.327 0.701 -1.284 -0.391
C 0.457 -0.845 -1.353 -0.658
C -0.094 -1.597 -0.111 -0.431
Si -1.966 -1.436 0.142 0.483
O -2.185 -0.197 1.337 -0.281
Si -3.613 0.672 0.964 0.477
H 3.129 -0.594 -0.003 0.304
H 3.736 0.227 1.485 0.333
H 2.404 -0.936 1.559 0.274
H 0.907 0.919 1.282 0.198
H 2.360 1.960 1.224 0.410
H 1.323 2.512 -0.725 0.362
H 2.462 1.322 -1.368 0.373
H -0.545 1.062 -0.715 0.218
H 0.184 1.063 -2.320 0.271
H 0.034 -1.238 -2.291 0.396
H 1.539 -1.067 -1.408 0.279
H 0.112 -2.678 -0.245 0.385
H 0.388 -1.279 0.827 -0.005
H -2.680 -0.957 -1.062 -0.108
H -2.567 -2.706 0.606 -0.210
H -4.680 -0.313 0.722 -0.131
H -3.369 1.403 -0.301 -0.122
H -3.956 1.610 2.039 -0.161



Which of them is most stable? Easy: b.



a.
18
Properties=species:S:1:pos:R:3:mulliken_spin:R:1 method="wB97M-V/def2-TZVPD" multiplicity=2 molar_mass_g_mol=107.604 homo_lumo_gap_ha="0.3910 / 0.2659" lumo_energy_ev="1.14 / -2.26"
Cl -0.731 0.392 -3.090 0.427
H -1.767 -0.167 -2.278 0.007
C -2.226 -0.262 -1.063 0.524
C -1.073 0.494 -0.448 -0.038
C -0.138 -0.218 0.495 0.025
C 1.230 0.468 0.689 0.003
C 2.221 -0.408 1.436 0.000
H -3.194 0.185 -0.910 0.006
H -2.186 -1.296 -0.749 0.011
H -0.454 0.704 -1.383 0.037
H -1.299 1.486 -0.050 0.001
H -0.601 -0.368 1.499 -0.001
H 0.028 -1.239 0.087 -0.001
H 1.629 0.656 -0.310 0.001
H 1.084 1.427 1.204 0.000
H 3.199 0.071 1.428 0.000
H 1.942 -0.539 2.479 0.000
H 2.336 -1.387 0.964 0.000



b.
18
Properties=species:S:1:pos:R:3:mulliken_spin:R:1 method="wB97M-V/def2-TZVPD" multiplicity=2 molar_mass_g_mol=107.604 homo_lumo_gap_ha="0.3815 / 0.3333" lumo_energy_ev="1.07 / -1.75"
Cl -0.786 -1.418 3.054 0.339
H -1.407 -1.055 1.862 -0.033
C -1.761 -0.285 0.794 0.646
C -0.526 0.567 0.527 -0.040
C 0.266 0.369 -0.791 0.025
C 0.562 -1.114 -1.082 0.002
C 1.575 1.158 -0.631 0.006
H -2.024 -0.937 -0.040 0.013
H -2.635 0.222 1.218 -0.008
H -0.813 1.630 0.645 0.016
H 0.209 0.349 1.357 0.036
H -0.290 0.815 -1.640 0.001
H 1.051 -1.614 -0.216 -0.001
H -0.380 -1.636 -1.314 -0.002
H 1.214 -1.141 -1.967 0.000
H 2.212 0.745 0.160 -0.001
H 2.138 1.141 -1.562 0.000
H 1.394 2.205 -0.373 0.000



Which of them is most stable? Easy: b.